(1)
Density functional theory data (ωB97M-V/def2-TZVPD) for the ion C3H3OS with charge +1 in a non-equilibrium geometry.

Element x y z (Å)
C1 -0.59 -1.17 -1.42
C2 0.45 -0.26 1.78
C3 -0.29 1.08 -0.64
O1 -0.30 -0.04 -1.14
S1 0.43 1.20 1.34
H1 0.16 -2.05 -1.57
H2 0.52 -0.79 2.77
H3 -0.38 2.04 -1.12

Summary:
**Net charge**: +1
**Kohn-Sham gap (spin up / spin down)**: 7.5 / 7.5 eV
**ΔE to the lowest compared entry with this formula, charge and spin**: 186.8 kcal/mol
**2S+1**: 1
**HOMO (spin up / spin down)**: -13.9 / -13.9 eV



(2)
Density functional theory data (ωB97M-V/def2-TZVPD) for a cluster of 2 separate species, C3H3OS2 in total in a non-equilibrium geometry.

Element x y z (Å)
C1 2.41 0.35 -0.02
C2 -0.12 -0.27 0.17
C3 -1.73 0.09 0.03
O1 0.12 -1.44 -0.06
S1 2.54 1.91 0.11
S2 2.73 -1.19 0.01
H1 -1.89 1.11 0.51
H2 -2.18 -0.87 0.27
H3 -1.87 0.32 -1.03

Summary:
**Net charge**: -1
**Kohn-Sham gap (spin up / spin down)**: 5.4 / 5.4 eV
**ΔE to the lowest compared entry with this formula, charge and spin**: 73.3 kcal/mol
**2S+1**: 1
**HOMO (spin up / spin down)**: -1.9 / -1.9 eV



(3)
Density functional theory data (ωB97M-V/def2-TZVPD) for a structure of composition C3H4 in a non-equilibrium geometry.

Element x y z (Å)
C1 -0.47 1.52 0.91
C2 -0.14 0.56 0.31
C3 0.24 -1.05 -0.68
H1 -0.67 2.39 1.46
H2 -0.16 -1.75 -0.01
H3 -0.12 -0.58 -1.51
H4 1.31 -1.09 -0.48

Summary:
**Kohn-Sham gap**: 11.0 eV
**ΔE to the lowest compared entry with this formula, charge and spin**: 51.7 kcal/mol
**2S+1**: 1
**HOMO**: -10.1 eV